A structure of composition C4H11EuO3 in a non-equilibrium geometry, computed with ωB97M-V/def2-TZVPD.

Cartesian coordinates (Å):
C  -0.54075  -0.84513  -2.32876
O  0.76712  -3.54434  -0.53556
H  -1.60543  -0.57108  -2.31042
H  -0.03957  -0.33340  -3.16033
H  -0.62800  -1.93426  -2.37904
H  0.59301  -4.44722  -0.27367
C  -0.16794  1.08463  -0.77243
C  0.65704  1.46447  0.43463
O  0.53650  0.46890  1.45900
C  -0.16152  0.86879  2.64052
H  0.18952  1.63976  -1.65196
H  -1.23779  1.27724  -0.59683
H  0.31947  2.43379  0.82010
H  1.72054  1.52405  0.17136
H  -0.19676  0.00443  3.31130
H  0.38113  1.68966  3.12506
H  -1.17997  1.18902  2.38184
Eu  0.60046  -1.66076  0.68186
O  -0.00707  -0.30854  -1.01668

Atomic forces in eV per Å
C -1.37 1.46 0.81
O -0.29 0.97 0.74
H 0.24 0.40 -0.26
H 0.05 -0.49 0.33
H 1.25 0.12 0.46
H 0.09 -0.31 -0.30
C -0.64 0.10 -0.66
C 0.35 0.37 0.01
O -0.14 1.65 0.57
C -0.15 0.48 0.14
H -0.25 0.09 0.27
H 0.23 0.11 -0.17
H 0.19 -0.11 -0.16
H -0.20 0.06 0.09
H -0.01 0.18 -0.07
H -0.18 -0.21 0.01
H 0.20 -0.07 0.17
Eu 0.77 -4.01 -0.04
O -0.13 -0.79 -1.94

Computed properties:
total charge: +1
multiplicity: 8
energy above the lowest of the compared OMol25 structures with the same formula, charge and spin: 0.0 kcal per mole
HOMO-LUMO gap (alpha / beta): 7.35 / 8.64 eV

---

A cluster of 3 separate species, C4H11I2NSi in total in a non-equilibrium geometry, computed with ωB97M-V/def2-TZVPD.

Cartesian coordinates (Å):
C  0.27775  -1.50454  0.73296
C  -1.28754  0.14571  1.65686
C  -1.42791  1.01103  -1.24079
C  -0.62213  -0.38311  0.41119
N  -0.67344  -0.09074  -0.79871
Si  3.33240  0.51317  1.81560
I  4.67931  1.81927  0.11192
I  4.01398  -1.79411  1.11635
H  1.24531  -1.32980  0.15833
H  0.50905  -1.69729  1.81076
H  -0.09763  -2.47317  0.38785
H  -0.46433  0.22561  2.34639
H  -1.93361  -0.66198  1.88757
H  -1.69976  1.06647  1.28284
H  -1.86659  0.73990  -2.17698
H  -2.10918  1.49280  -0.55690
H  -0.65261  1.79070  -1.59851
H  -0.59259  0.41503  -3.35611
H  -0.63047  0.71503  -3.99062

Atomic forces in eV per Å
C 2.36 -1.58 -0.10
C 1.06 0.63 -2.55
C 1.57 2.08 -1.25
C 0.75 -1.37 1.34
N -0.01 0.18 -0.32
Si 0.99 -0.32 -1.13
I -0.55 0.09 0.64
I -0.25 0.22 0.55
H -1.17 -0.42 0.87
H -0.15 0.58 -0.74
H -0.15 0.15 -0.23
H -0.20 0.44 0.66
H -1.12 -0.27 0.86
H -0.82 0.50 1.18
H -1.03 0.00 -0.17
H -0.42 0.04 0.23
H -1.18 -0.78 0.70
H 0.34 -0.78 1.06
H 0.00 0.62 -1.57

Computed properties:
total charge: 0
multiplicity: 3
HOMO-LUMO gap (alpha / beta): 7.25 / 5.61 eV

---

An isolated molecule of C4H11ISi, computed with ωB97M-V/def2-TZVPD.

Cartesian coordinates (Å):
C  2.03780  0.17954  0.48786
C  1.40463  -0.80717  -0.49045
C  -0.00384  -0.38770  -0.89439
C  -1.03523  -0.52167  0.25069
Si  -2.08416  1.01364  0.26323
I  -3.90785  0.88481  1.88776
H  1.36966  0.39631  1.31955
H  2.97235  -0.20020  0.89033
H  2.23441  1.12238  -0.02062
H  1.38808  -1.81066  -0.06404
H  2.02624  -0.86353  -1.38526
H  -0.34352  -0.97935  -1.74183
H  0.05419  0.64551  -1.25545
H  -0.54023  -0.66094  1.20942
H  -1.67717  -1.38562  0.08872
H  -2.67022  1.19000  -1.08132
H  -1.22517  2.18464  0.53579

Atomic forces in eV per Å
C -0.16 -0.08 -0.19
C 0.12 0.10 0.01
C -0.03 -0.07 0.11
C -0.04 0.09 -0.21
Si 0.14 -0.04 -0.17
I 0.06 0.04 -0.02
H 0.01 -0.02 0.14
H 0.11 0.01 0.05
H 0.07 0.10 0.01
H -0.08 -0.08 0.07
H 0.05 -0.04 -0.05
H -0.02 -0.03 -0.10
H -0.01 0.08 -0.04
H -0.01 0.01 0.14
H -0.01 -0.12 0.06
H -0.10 0.02 0.05
H -0.10 0.03 0.13

Computed properties:
total charge: 0
multiplicity: 1
energy above the lowest of the compared OMol25 structures with the same formula, charge and spin: 0.0 kcal per mole
SMILES: CCCC[SiH2]I
HOMO-LUMO gap: 10.32 eV

---

A structure of composition C4H11InNO in a non-equilibrium geometry, computed with ωB97M-V/def2-TZVPD.

Cartesian coordinates (Å):
In  -17.69994  16.34469  -15.09976
C  -21.47807  16.35137  -18.79657
C  -20.45145  16.58819  -17.70202
C  -21.07653  17.42001  -16.58619
O  -20.34665  17.39983  -15.32268
C  -21.08826  17.95941  -14.26846
N  -19.86074  15.38391  -17.15587
H  -21.12444  15.78099  -19.65548
H  -21.70705  17.30391  -19.27441
H  -22.42726  15.91182  -18.49012
H  -19.58736  17.10604  -18.11832
H  -22.11528  17.18383  -16.35530
H  -21.05902  18.47300  -16.86727
H  -20.52182  17.90844  -13.33860
H  -22.02967  17.45725  -14.04559
H  -21.36341  19.01351  -14.30414
H  -20.67162  15.02504  -16.67235
H  -19.81335  14.63994  -17.83731

Atomic forces in eV per Å
In 0.27 -0.21 -0.23
C -0.48 -0.85 -1.05
C 2.04 2.35 0.61
C 0.49 0.43 0.65
O -1.20 -0.50 -0.88
C 1.24 -0.20 2.00
N -3.50 -0.17 -0.05
H 0.15 -0.29 -0.17
H 0.37 0.72 0.00
H 0.16 -0.39 0.63
H -0.24 0.55 -0.48
H -0.32 -0.23 0.06
H -0.31 0.44 -0.36
H 0.47 -0.22 -0.20
H -0.75 -0.49 -0.67
H -0.21 0.76 -0.91
H 0.02 -0.96 2.01
H 1.79 -0.75 -0.96

Computed properties:
total charge: +3
multiplicity: 1
energy above the lowest of the compared OMol25 structures with the same formula, charge and spin: 77.5 kcal per mole
HOMO-LUMO gap: 4.24 eV

---

A structure of composition C4H11LiN3O7 in a non-equilibrium geometry, computed with ωB97M-V/def2-TZVPD.

Cartesian coordinates (Å):
Li  19.31037  -0.05496  -5.69848
N  18.53891  2.98421  -5.57202
O  18.91781  3.16930  -4.42977
O  17.96353  3.91469  -6.06628
O  18.76903  1.99447  -6.25619
N  18.28203  -1.07503  -3.07651
O  18.23439  -0.34428  -3.99887
O  18.05266  -2.19044  -3.12621
O  18.37049  -0.52822  -1.98481
C  20.51755  -3.63958  -7.15093
C  20.22543  -2.42561  -6.31482
C  21.25834  -2.24371  -5.30294
O  20.89404  -1.11051  -4.55132
C  21.72489  -0.81354  -3.43097
N  20.02157  -1.21955  -7.21986
H  19.98724  -3.53888  -8.09789
H  20.53352  -4.54623  -6.54609
H  21.57656  -3.56964  -7.39932
H  19.28273  -2.57789  -5.78924
H  22.23858  -2.11941  -5.76314
H  21.22255  -3.13151  -4.67157
H  22.68055  -0.43677  -3.79547
H  21.95973  -1.65019  -2.77296
H  21.24141  -0.02876  -2.84919
H  20.88131  -1.16781  -7.74736
H  19.30059  -1.18320  -7.92623

Atomic forces in eV per Å
Li 0.12 0.56 0.57
N 0.31 0.58 -0.57
O 0.79 -1.15 1.65
O -1.52 1.73 -1.20
O 0.52 -1.86 0.21
N -0.92 3.16 4.09
O 0.49 3.77 -5.92
O -0.62 -7.88 -1.12
O 1.14 1.20 2.47
C 1.42 0.28 0.02
C -2.74 -0.13 -2.15
C 0.41 0.88 0.91
O -0.03 0.20 0.60
C 0.37 0.54 -0.26
N 1.33 0.14 1.27
H -0.34 -0.99 0.31
H -0.95 -0.29 -0.47
H 0.29 0.12 -0.47
H -0.20 0.07 0.09
H 0.36 0.00 0.07
H 0.37 -0.17 0.12
H 0.16 0.14 -0.02
H -0.45 -0.38 -0.16
H -0.09 -0.13 -0.11
H 0.25 0.55 -0.11
H -0.47 -0.95 0.22

Computed properties:
total charge: 0
multiplicity: 2
HOMO-LUMO gap (alpha / beta): 10.27 / 3.03 eV

---

A cluster of 2 separate species, C4H11N2 in total in a non-equilibrium geometry, computed with ωB97M-V/def2-TZVPD.

Cartesian coordinates (Å):
C  1.40585  0.58652  -0.92267
C  1.32206  0.32571  0.62819
C  0.96840  -1.16499  0.73662
N  -1.72848  0.32067  1.10392
C  -2.23279  0.20864  -0.14903
N  -1.37491  0.01504  -1.12568
H  2.37287  1.02056  -1.21104
H  0.54647  1.20551  -1.33781
H  1.20611  -0.40870  -1.50185
H  2.14764  0.57760  1.24761
H  0.39560  0.90162  0.94541
H  0.51598  -1.43926  1.67617
H  0.17535  -1.43665  -0.08960
H  1.93561  -1.54654  0.60937
H  -3.30126  0.54276  -0.38861
H  -2.42458  0.24325  1.82128
H  -1.92993  0.04825  -2.04229

Atomic forces in eV per Å
C -0.30 -0.60 -0.96
C -4.00 0.40 -1.73
C -2.14 0.92 -0.98
N 0.03 -0.85 -1.18
C -0.38 1.69 0.06
N -2.05 -0.25 -1.21
H -0.29 -0.11 -0.18
H 1.41 -0.33 0.87
H 0.91 1.72 1.02
H 0.91 0.35 0.12
H 1.56 -0.47 0.06
H 0.16 -0.17 0.54
H 1.98 0.31 1.62
H 1.00 -1.90 -0.37
H 1.06 -0.94 0.56
H -0.85 0.29 0.32
H 1.01 -0.07 1.43

Computed properties:
total charge: 0
multiplicity: 2
energy above the lowest of the compared OMol25 structures with the same formula, charge and spin: 40.2 kcal per mole
HOMO-LUMO gap (alpha / beta): 10.76 / 7.96 eV

---

A cluster of 3 separate species, C4H11N2 in total in a non-equilibrium geometry, computed with ωB97M-V/def2-TZVPD.

Cartesian coordinates (Å):
C  -0.36713  0.75565  -2.10988
C  0.27255  -0.52350  -1.54467
C  -0.12659  -0.68135  -0.09212
C  0.88219  -0.78897  0.82877
N  0.58987  -0.94702  2.22193
N  -1.46840  -0.72529  0.05316
H  0.02340  1.68806  -1.58311
H  -1.41065  0.64184  -1.88555
H  -0.20973  0.89004  -3.16549
H  1.39756  -0.51645  -1.65126
H  -0.12516  -1.43305  -2.10623
H  1.95009  -0.71632  0.52438
H  1.29861  -0.55012  2.84120
H  0.21300  11.22314  2.83596
H  0.38344  -1.91389  2.51241
H  -1.72124  -0.86809  1.05843
H  0.38421  10.68999  2.20110

Atomic forces in eV per Å
C 0.92 0.77 1.22
C 0.96 -0.67 -0.94
C -4.27 -0.61 -3.74
C 0.81 -0.40 5.63
N 1.55 -0.15 -2.85
N 3.05 -0.26 1.85
H -0.47 -1.19 -0.60
H -0.66 0.37 -0.19
H 0.06 -0.14 -0.36
H -1.13 -0.07 0.06
H 0.58 1.14 0.68
H -0.82 0.73 0.25
H 0.21 -0.42 -0.31
H 0.57 -1.77 -2.11
H -0.89 0.62 -0.10
H 0.10 0.27 -0.60
H -0.57 1.77 2.11

Computed properties:
total charge: +1
multiplicity: 1
energy above the lowest of the compared OMol25 structures with the same formula, charge and spin: 124.7 kcal per mole
HOMO-LUMO gap: 6.97 eV

---

A cluster of 3 separate species, C4H11N2 in total in a non-equilibrium geometry, computed with ωB97M-V/def2-TZVPD.

Cartesian coordinates (Å):
C  3.45371  -0.78522  -0.60837
C  2.78382  -0.71128  0.46731
C  -0.37005  0.62932  0.31602
C  0.25134  2.00558  0.41655
N  -1.24120  0.38401  -0.59053
N  -2.84740  -1.55835  0.14680
H  4.52006  -0.74819  -0.72545
H  2.85558  -1.04419  -1.50129
H  2.34697  -0.69858  1.38461
H  -0.17918  2.65629  1.12205
H  0.10572  2.52997  -0.53600
H  1.27932  1.84398  0.74647
H  -1.92374  -0.42539  -0.46292
H  -1.59763  1.08054  -1.11589
H  -3.05999  -1.19990  1.14109
H  -2.74067  -2.59734  0.13002
H  -3.63666  -1.36124  -0.33047

Atomic forces in eV per Å
C -0.74 -0.60 -1.13
C 0.09 0.15 -1.02
C -0.38 1.64 -1.34
C 0.81 -1.67 -0.58
N 1.47 -2.62 3.38
N 2.20 -0.92 3.70
H 0.52 0.14 0.05
H 0.48 0.28 -0.03
H -0.77 0.14 2.19
H -0.95 0.35 1.36
H 0.55 -0.26 -0.08
H 0.11 0.47 -0.51
H 0.60 -1.08 0.10
H -1.08 3.33 -2.48
H 0.58 -1.24 -1.85
H 0.01 1.29 0.32
H -3.50 0.59 -2.10

Computed properties:
total charge: +1
multiplicity: 1
energy above the lowest of the compared OMol25 structures with the same formula, charge and spin: 166.1 kcal per mole
HOMO-LUMO gap (alpha / beta): 4.93 / 10.46 eV